23
Properties=species:S:1:pos:R:3:forces:R:3 method="wB97M-V/def2-TZVPD" gap_ev=9.7 total_charge=+1 e_above_lowest_ev=0.796 homo_ev=-14.10
H -1.238367 0.899112 -2.160536 -0.6732 0.8540 2.2506
H 3.690209 -0.168355 2.408723 0.1346 -0.8093 -0.5748
H -0.487273 0.330307 2.034193 0.9142 -1.5453 1.2756
H -0.718468 1.891488 1.336219 -0.8591 -1.3701 0.2844
H -1.106495 2.356808 -1.023025 0.4753 -0.9693 0.4298
C 1.624183 1.087100 -1.070527 -0.2283 -2.2870 1.9830
H -2.594022 1.507488 -0.993788 1.4995 -0.8084 -0.1706
H -2.133311 0.792286 1.615898 -1.0889 0.1397 0.8989
H 1.170988 1.799324 -1.677651 -0.0892 1.0280 -1.3055
C -1.108479 0.808033 1.361169 0.4142 3.4415 -2.3030
C 0.879343 0.254586 -0.271906 -2.7963 1.5497 -1.6090
H 4.796176 -0.758948 1.163505 0.6369 -0.4737 0.0074
H -2.774139 -1.093719 0.189539 -0.1610 1.1599 -0.8018
H -1.716787 -1.504809 -1.236461 0.0653 0.5431 1.2795
H -1.415209 -1.761460 0.616651 0.6833 0.7923 -1.5043
C 2.915488 -0.192168 0.504503 -0.1657 -0.4310 -0.4851
C 3.781520 -0.826960 1.497666 -0.3086 2.0232 0.5868
S 3.329288 0.831594 -0.748334 -1.0317 0.4247 0.2621
H 3.378117 -1.788196 1.690772 0.1306 -1.0480 0.3742
C -1.458013 1.298956 -1.060152 -2.1135 1.9021 -4.2743
C -1.076928 0.330824 -0.078732 3.5512 -2.0313 2.0568
O 1.630326 -0.460112 0.576342 0.4725 -0.1070 0.6326
C -1.747051 -1.034983 -0.208655 0.5380 -1.9779 0.7067